Here is a 2-piece molecular cluster, Br2H2O2P overall from OMol25. Energies are from the ωB97M-V functional and the def2-TZVPD basis.

Element x y z (Å)
O: -0.20299 0.07498 1.04552
O: -0.57726 0.10052 -1.35513
P: -0.00076 -0.82968 -0.25273
Br: 2.41569 2.13181 0.07148
Br: -1.52753 -2.64975 -0.08321
H: 0.25139 0.14195 1.82782
H: -0.35854 1.03017 -1.25375

* relative energy (zero: lowest compared OMol25 entry of this formula, charge and spin): 76.25 kcal per mole
* Kohn-Sham gap (alpha / beta): 6.42 / 7.38 eV
* lowest unoccupied orbital energy (alpha / beta): -9.02 / -7.64 eV
* max |F|: 4.76 eV/A
* E_HOMO (alpha / beta): -15.440 / -15.014 eV
* total charge: +1


Here is a 2-piece molecular cluster, Br2H4P2Si overall from OMol25. Energies are from the ωB97M-V functional and the def2-TZVPD basis.

Element x y z (Å)
Si: -0.04853 -0.73378 -2.88893
P: 0.26226 1.35385 2.13173
P: 0.14092 0.01691 0.38252
Br: 0.00796 -2.82459 -2.05140
Br: -2.26906 -0.29592 -2.71573
H: 1.37629 1.88150 1.75089
H: -0.57946 2.32829 1.51228
H: -0.19489 -1.22905 0.99251
H: 1.30451 -0.49721 0.88612

* relative energy (zero: lowest compared OMol25 entry of this formula, charge and spin): 36.89 kcal per mole
* Kohn-Sham gap: 8.20 eV
* lowest unoccupied orbital energy: -0.92 eV
* max |F|: 4.19 eV/A
* E_HOMO: -9.115 eV


Here is a 2-piece molecular cluster, Br2H4Si2 overall from OMol25. Energies are from the ωB97M-V functional and the def2-TZVPD basis.

Element x y z (Å)
Si: -0.00879 0.00961 -0.70310
Si: 1.98476 -0.00457 0.38993
Br: 3.15575 -1.84732 -0.07062
Br: 3.02841 1.91112 -0.01589
H: -0.88779 1.25223 -0.41133
H: 0.68476 0.20003 -2.01545
H: -0.42001 -1.35165 -0.46023
H: 2.25248 -0.46668 2.58206

* relative energy (zero: lowest compared OMol25 entry of this formula, charge and spin): 58.15 kcal per mole
* Kohn-Sham gap: 8.75 eV
* lowest unoccupied orbital energy: -0.32 eV
* max |F|: 4.18 eV/A
* E_HOMO: -9.065 eV


Here is a 2-piece molecular cluster, Br2HOP overall from OMol25. Energies are from the ωB97M-V functional and the def2-TZVPD basis.

Element x y z (Å)
O: 1.32840 1.21282 0.11030
P: 2.46726 0.53759 -0.39601
Br: -3.78329 0.07745 0.01189
Br: 2.31014 -1.55171 0.39725
H: -2.32251 -0.27614 -0.12343

* relative energy (zero: lowest compared OMol25 entry of this formula, charge and spin): 26.47 kcal per mole
* Kohn-Sham gap: 9.49 eV
* lowest unoccupied orbital energy: -1.27 eV
* structure (SMILES): O=PBr.Br
* max |F|: 3.34 eV/A
* E_HOMO: -10.763 eV


Here is a 2-piece molecular cluster, Br2HOP overall from OMol25. Energies are from the ωB97M-V functional and the def2-TZVPD basis.

Element x y z (Å)
O: -0.84164 -1.00099 0.90739
P: -0.52364 -1.25478 2.28751
Br: 0.44560 1.40019 -2.88689
Br: 1.60308 -1.52072 2.56189
H: -0.68340 2.37630 -2.86990

* <S²>: 2.010
* relative energy (zero: lowest compared OMol25 entry of this formula, charge and spin): 2.82 kcal per mole
* Kohn-Sham gap (alpha / beta): 8.25 / 7.06 eV
* lowest unoccupied orbital energy (alpha / beta): 0.66 / -3.80 eV
* max |F|: 4.41 eV/A
* spin multiplicity: 3
* E_HOMO (alpha / beta): -7.598 / -10.864 eV


Here is a 2-piece molecular cluster, Br2IOP overall from OMol25. Energies are from the ωB97M-V functional and the def2-TZVPD basis.

Element x y z (Å)
O: 1.47689 -0.62712 -0.30976
P: 0.11312 -0.13209 -0.67214
Br: -0.15413 0.75221 -2.85234
Br: -0.33564 1.46895 0.84451
I: -1.10025 -1.46195 2.98973

* relative energy (zero: lowest compared OMol25 entry of this formula, charge and spin): 50.94 kcal per mole
* Kohn-Sham gap (alpha / beta): 6.74 / 6.71 eV
* lowest unoccupied orbital energy (alpha / beta): -3.63 / -3.31 eV
* max |F|: 1.90 eV/A
* E_HOMO (alpha / beta): -10.375 / -10.021 eV


Here is a 2-piece molecular cluster, Br2O2P overall from OMol25. Energies are from the ωB97M-V functional and the def2-TZVPD basis.

Element x y z (Å)
O: -0.87919 0.74675 -1.25710
O: 0.93914 -1.10319 -1.14058
P: -0.05741 -0.22399 -0.52535
Br: -1.31805 -1.36359 0.90688
Br: 1.31551 1.94401 2.01616

* relative energy (zero: lowest compared OMol25 entry of this formula, charge and spin): 21.95 kcal per mole
* Kohn-Sham gap: 6.29 eV
* lowest unoccupied orbital energy: 1.57 eV
* max |F|: 1.39 eV/A
* E_HOMO: -4.717 eV
* total charge: -1


Here is Br2O3PS as an isolated structure from OMol25. Energies are from the ωB97M-V functional and the def2-TZVPD basis.

Element x y z (Å)
O: -1.75252 1.06876 -0.87903
O: -1.81656 -1.25542 -0.00788
O: -0.79715 0.49482 1.43595
P: 1.36521 -0.12807 -0.93031
S: -1.18103 0.05714 0.06574
Br: 2.22839 1.70314 0.18018
Br: 1.95366 -1.94038 0.13535

* relative energy (zero: lowest compared OMol25 entry of this formula, charge and spin): 31.69 kcal per mole
* Kohn-Sham gap: 7.48 eV
* lowest unoccupied orbital energy: 3.06 eV
* max |F|: 2.66 eV/A
* E_HOMO: -4.420 eV
* total charge: -1


Here is a 2-piece molecular cluster, Br2OS overall from OMol25. Energies are from the ωB97M-V functional and the def2-TZVPD basis.

Element x y z (Å)
O: 0.95714 -1.19029 -0.07143
S: 0.64690 0.02858 0.68292
Br: -3.16450 -0.58032 -0.24730
Br: 1.56046 1.74204 -0.36419

* relative energy (zero: lowest compared OMol25 entry of this formula, charge and spin): 32.85 kcal per mole
* Kohn-Sham gap (alpha / beta): 9.51 / 5.71 eV
* lowest unoccupied orbital energy (alpha / beta): -1.82 / -3.79 eV
* max |F|: 0.30 eV/A
* E_HOMO (alpha / beta): -11.329 / -9.496 eV


Here is Br2OS2 as an isolated structure from OMol25. Energies are from the ωB97M-V functional and the def2-TZVPD basis.

Element x y z (Å)
O: -0.83419 -1.52023 -0.12200
S: -0.97338 -0.33645 -0.92559
S: 2.23611 -0.11628 1.29731
Br: -2.01784 1.20394 0.24628
Br: 1.58930 0.76901 -0.49600

* relative energy (zero: lowest compared OMol25 entry of this formula, charge and spin): 18.73 kcal per mole
* Kohn-Sham gap (alpha / beta): 7.75 / 6.41 eV
* lowest unoccupied orbital energy (alpha / beta): -1.61 / -2.56 eV
* max |F|: 1.37 eV/A
* E_HOMO (alpha / beta): -9.361 / -8.965 eV


Here is a 2-piece molecular cluster, Br3H3Si2 overall from OMol25. Energies are from the ωB97M-V functional and the def2-TZVPD basis.

Element x y z (Å)
Si: -1.12687 0.31475 -0.66680
Si: 0.84027 -0.18063 0.51905
Br: -2.91024 -0.53497 0.44912
Br: 2.15583 1.46684 -0.12677
Br: 2.07286 -2.01740 -0.23099
H: -1.26680 -0.36780 -2.05914
H: -1.11603 1.70397 -0.26809
H: 1.35097 -0.38477 2.38363

* relative energy (zero: lowest compared OMol25 entry of this formula, charge and spin): 37.62 kcal per mole
* Kohn-Sham gap: 9.09 eV
* lowest unoccupied orbital energy: -0.89 eV
* max |F|: 3.97 eV/A
* E_HOMO: -9.988 eV


Here is Br3Li3 as an isolated structure from OMol25. Energies are from the ωB97M-V functional and the def2-TZVPD basis.

Element x y z (Å)
Li: 2.04089 -0.36260 0.93927
Li: -1.32404 1.81680 -1.42981
Li: -0.83360 -0.52932 0.21462
Br: 0.64674 -2.36479 2.04211
Br: -1.10944 -0.46721 -2.19565
Br: 0.57943 1.90710 0.42946

* relative energy (zero: lowest compared OMol25 entry of this formula, charge and spin): 14.16 kcal per mole
* Kohn-Sham gap: 8.25 eV
* lowest unoccupied orbital energy: -0.81 eV
* max |F|: 1.51 eV/A
* E_HOMO: -9.065 eV


relative energy (zero: lowest compared OMol25 entry of this formula, charge and spin) of number 1 (Br2H2O2P)? 76.25 kcal per mole